Density functional theory data (ωB97M-V with the def2-TZVPD basis set) for an isolated molecule of C22H33NO5S.

Cartesian coordinates (Å):
1 C 4.460 2.590 1.162
2 C 5.158 2.021 -0.069
3 H 5.636 1.062 0.161
4 H 5.927 2.717 -0.416
5 O 4.285 1.890 -1.178
6 C 3.385 0.878 -1.205
7 C 3.293 -0.150 -0.271
8 C 2.332 -1.126 -0.427
9 C 1.438 -1.120 -1.484
10 C 1.540 -0.100 -2.426
11 C 2.496 0.882 -2.285
12 H 2.577 1.680 -3.006
13 H 0.851 -0.076 -3.257
14 O 0.444 -2.068 -1.550
15 C 0.724 -3.176 -2.409
16 C -0.444 -4.141 -2.313
17 H -0.284 -4.978 -2.987
18 H -1.372 -3.639 -2.580
19 H -0.524 -4.516 -1.296
20 H 0.852 -2.815 -3.439
21 H 1.648 -3.663 -2.077
22 S 2.254 -2.457 0.774
23 O 3.100 -2.128 1.887
24 O 2.522 -3.679 0.072
25 N 0.685 -2.534 1.327
26 H 0.070 -2.413 0.531
27 C 0.360 -1.668 2.435
28 C 0.453 -0.170 2.081
29 H 1.513 0.102 2.048
30 O -0.046 0.118 0.797
31 C -1.391 0.579 0.645
32 C -1.612 0.598 -0.871
33 C -3.016 1.103 -1.191
34 C -3.184 2.520 -0.644
35 C -2.974 2.505 0.869
36 C -4.006 1.583 1.517
37 C -3.836 0.168 0.967
38 C -4.047 0.179 -0.546
39 H -3.940 -0.833 -0.943
40 H -5.057 0.525 -0.777
41 C -2.431 -0.342 1.291
42 H -2.296 -0.360 2.375
43 H -2.301 -1.357 0.909
44 H -4.573 -0.496 1.434
45 H -5.014 1.946 1.304
46 H -3.875 1.580 2.602
47 C -1.567 2.002 1.191
48 H -1.413 2.017 2.273
49 H -0.814 2.650 0.737
50 H -3.091 3.520 1.265
51 H -4.184 2.894 -0.875
52 H -2.459 3.188 -1.114
53 H -3.159 1.110 -2.277
54 H -0.855 1.242 -1.322
55 H -1.461 -0.410 -1.258
56 H -0.034 0.427 2.859
57 H 1.082 -1.887 3.223
58 H -0.641 -1.937 2.781
59 H 3.941 -0.237 0.585
60 H 3.675 1.922 1.506
61 H 4.015 3.552 0.922
62 H 5.183 2.724 1.961

HOMO level	-8.496	eV
DFT total energy	-45912.55022	eV
F_max	1.01	eV/A
LUMO energy	0.6	eV
SMILES string	CCOc1ccc(OCC)c(S(=O)(=O)NCCO[C@]23C[C@H]4C[C@H](C[C@H](C4)C2)C3)c1
total charge	0

Atom charges from the Mulliken analysis, given in e for atoms 1 to 5:
1. C -0.683
2. C -0.461
3. H 0.334
4. H 0.344
5. O -0.484